{
  "formula": "C3H6N2O",
  "method": "the ωB97M-V functional and the def2-TZVPD basis",
  "smiles": "C/N=C/NC=O",
  "de_lowest_kcal_mol": 20.7,
  "charge": 0,
  "orbital_gap_ha": 0.3940,
  "spin_multiplicity": 1,
  "species": ["H", "O", "C", "H", "C", "N", "C", "H", "H", "N", "H", "H"],
  "coordinates": [[2.91660, -0.01040, 0.54149], [-3.14686, 0.81840, -1.53027], [-2.17110, 0.19385, -1.18885], [-0.05977, -1.07458, -0.32034], [1.99092, -0.32774, 1.02753], [0.90051, 0.52723, 0.62318], [-0.03467, -0.01633, -0.02634], [-2.00697, -0.86538, -1.46055], [-1.20459, 1.67126, -0.13692], [-1.14785, 0.70418, -0.43047], [2.14167, -0.23127, 2.10596], [1.82210, -1.38922, 0.79557]],
  "forces_ev_per_angstrom": [[-0.06, 0.02, 0.03], [0.33, -0.15, 0.12], [-0.09, 0.04, -0.01], [0.03, 0.12, 0.06], [0.21, -0.15, 0.13], [-0.43, -0.18, -0.24], [0.15, 0.07, 0.09], [-0.04, 0.10, 0.02], [-0.02, -0.05, -0.06], [-0.11, 0.11, -0.04], [0.00, -0.02, -0.10], [0.02, 0.08, 0.00]]
}

---

{
  "formula": "C25H46N4O7",
  "method": "the ωB97M-V functional and the def2-TZVPD basis",
  "smiles": "c1cc[nH]c1.c1cc[nH]c1.c1cc[nH]c1.c1cc[nH]c1.O=C1CCCO1.CO.CO.CO.CO.CO",
  "charge": 0,
  "orbital_gap_ha": 0.3121,
  "spin_multiplicity": 1,
  "species": ["H", "C", "H", "H", "H", "C", "H", "H", "H", "C", "H", "H", "C", "H", "H", "H", "H", "H", "H", "C", "H", "H", "H", "O", "H", "C", "H", "H", "N", "O", "O", "H", "C", "H", "H", "C", "C", "H", "H", "C", "H", "C", "H", "C", "H", "H", "C", "H", "O", "C", "N", "H", "C", "N", "H", "H", "H", "N", "H", "O", "C", "H", "C", "C", "H", "C", "H", "H", "O", "H", "H", "O", "C", "C", "C", "H", "C", "C", "C", "H", "H", "H"],
  "coordinates": [[-10.71199, 3.12434, 0.89901], [-7.40917, 10.90607, -2.51082], [-12.12063, 6.60255, -2.43618], [-14.00561, 9.07128, -2.79415], [-12.16236, 3.49466, -1.65366], [-11.01578, 6.17237, -0.87492], [-7.71821, 3.70430, -3.36763], [-6.77456, 7.00776, 0.08798], [-11.40616, 4.20682, 2.93836], [-8.11032, 8.78663, -2.19109], [-10.61808, 3.56476, -5.58239], [-8.47452, 7.07238, 0.59371], [-12.91447, 2.70455, -1.76908], [-7.93329, 5.77963, -0.48462], [-9.48598, 6.58123, -4.51478], [-10.13721, 9.35944, -2.05270], [-9.03943, 8.17597, 4.97546], [-12.15458, 2.83013, -5.03981], [-9.21435, 1.17146, 1.11454], [-10.45850, 9.14480, 3.78789], [-14.80996, 5.72327, -0.39294], [-9.04155, 5.99716, -6.80654], [-11.09764, 6.72698, 1.63455], [-12.36268, 4.70208, -5.77360], [-12.78974, 1.73101, -0.07563], [-14.50358, 5.80801, -2.60850], [-8.33600, 1.97057, 2.41570], [-10.58787, 7.14956, -0.63409], [-9.18614, 9.62245, -2.23384], [-11.35989, 6.03563, -2.24906], [-12.58162, 1.55238, -0.99660], [-9.77830, 4.09233, 3.62440], [-9.31832, 1.86673, 1.94104], [-10.21485, 5.45209, -0.66731], [-14.02068, 6.93560, -4.47834], [-11.58583, 3.75460, -5.09244], [-10.82145, 7.24607, -7.31256], [-7.14748, 6.14553, 2.22507], [-12.88248, 2.42614, -2.81863], [-11.64767, 7.96220, -6.39752], [-8.18780, 7.76202, -1.87122], [-8.77248, 10.91383, -2.43250], [-9.49763, 11.70730, -2.48068], [-10.52643, 3.57273, 3.02148], [-11.83573, 5.88484, -0.21286], [-8.30972, 3.79696, -1.68304], [-11.18745, 7.76288, -5.11917], [-9.25545, 3.98347, 1.27186], [-7.37253, 5.56610, 1.49176], [-11.16718, 8.72717, 2.69195], [-14.39324, 7.59463, -1.31142], [-9.61718, 5.62748, -2.62290], [-9.78150, 7.06354, 3.31030], [-10.08982, 6.95334, -5.23662], [-5.96091, 9.22995, -2.35158], [-12.60077, 8.40827, -6.64199], [-10.48903, 10.07180, 4.33243], [-9.61982, 8.12533, 4.15819], [-13.89870, 3.08742, -1.49960], [-10.43915, 0.15894, 3.29923], [-6.98769, 9.55539, -2.35726], [-11.85734, 5.50786, -5.93459], [-10.75428, 7.39098, 2.40657], [-7.64053, 6.40019, 0.35704], [-11.31176, 4.10045, -4.08456], [-14.23026, 6.94220, -3.42159], [-14.42034, 8.18991, -0.50359], [-10.98120, 7.11875, -8.36814], [-8.71787, 5.43121, -2.91911], [-9.12859, 6.20902, 3.35415], [-9.42104, 3.46365, -3.03050], [-10.87290, 2.32779, 3.63382], [-8.53532, 4.03147, -2.72785], [-9.83053, 6.68578, -6.55451], [-14.63204, 6.24994, -1.31536], [-11.93915, 9.26464, 2.16716], [-10.24426, 1.29572, 3.00034], [-14.14910, 8.02253, -2.59609], [-9.92840, 3.21831, 1.66077], [-11.51772, 8.12815, -4.16550], [-6.76252, 11.76338, -2.58849], [-14.67107, 4.77998, -2.87884]],
  "forces_ev_per_angstrom": [[-0.11, -0.13, 0.18], [0.13, -0.11, 0.11], [-0.15, -0.14, -0.23], [0.08, -0.01, -0.10], [-0.15, 0.08, 0.13], [0.39, -0.62, 0.03], [0.12, 0.05, 0.13], [0.03, -0.09, -0.09], [-0.11, -0.10, 0.18], [0.42, 0.04, 0.48], [-0.23, -0.13, -0.21], [0.08, 0.03, -0.13], [0.46, -0.06, 0.25], [0.17, -0.16, 0.01], [-0.17, 0.23, 0.23], [0.01, -0.07, -0.09], [0.15, -0.20, -0.11], [0.02, -0.04, 0.03], [-0.09, 0.08, -0.11], [-0.08, -0.19, -0.16], [-0.10, -0.05, -0.04], [0.09, 0.12, -0.10], [-0.08, 0.11, -0.10], [-0.47, 0.03, -0.17], [0.00, -0.03, -0.01], [-0.52, -0.10, 0.49], [-0.01, -0.01, -0.04], [-0.35, 0.13, 0.04], [-0.25, 0.14, 0.03], [0.27, 0.19, 0.50], [0.00, 0.08, -0.14], [-0.09, -0.13, 0.20], [0.27, -0.28, 0.30], [-0.11, 0.05, -0.09], [-0.14, -0.01, -0.04], [0.82, 0.36, 0.24], [-0.08, 0.32, 0.46], [0.07, 0.00, -0.04], [-0.23, -0.15, 0.01], [-0.93, -0.15, -0.18], [-0.16, -0.14, -0.41], [-0.22, -0.08, 0.10], [0.07, 0.08, -0.05], [0.33, 0.30, -0.39], [-0.18, 0.33, -0.07], [0.09, -0.03, -0.01], [0.59, -0.32, -0.56], [0.22, -0.11, 0.33], [0.00, -0.04, -0.31], [-0.20, -0.42, 0.01], [0.01, 0.21, -0.07], [-0.13, 0.16, -0.26], [0.20, 0.07, 0.20], [0.78, 0.04, -0.06], [-0.05, -0.17, 0.01], [0.19, 0.31, -0.03], [0.01, 0.01, 0.03], [-0.13, 0.47, -0.07], [-0.05, 0.05, -0.13], [0.03, -0.08, 0.05], [0.07, 0.23, -0.04], [0.07, -0.08, 0.02], [0.24, 0.16, 0.08], [-0.20, 0.29, 0.59], [-0.34, -0.12, 0.03], [0.34, -0.53, -0.33], [-0.05, -0.02, 0.00], [0.09, 0.12, -0.06], [0.03, -0.20, 0.05], [-0.19, -0.11, 0.15], [0.00, 0.07, 0.08], [-0.13, 0.01, -0.09], [-0.10, -0.08, -0.24], [-0.25, -0.59, 0.27], [0.29, 0.07, -0.07], [0.06, 0.16, 0.07], [0.06, 0.15, 0.00], [-0.11, 0.41, 0.57], [-0.41, 0.26, -0.66], [-0.11, -0.02, 0.02], [-0.06, 0.05, -0.20], [0.17, 0.05, -0.37]]
}

---

{
  "formula": "C25H34N2O4",
  "method": "the ωB97M-V functional and the def2-TZVPD basis",
  "smiles": "COc1ccccc1CCNC(=O)c1ccc(OC)c(OC2CCN(C(C)C)CC2)c1",
  "de_lowest_kcal_mol": 34.9,
  "charge": 0,
  "orbital_gap_ha": 0.3249,
  "spin_multiplicity": 1,
  "species": ["H", "C", "H", "H", "H", "H", "C", "C", "C", "C", "C", "H", "C", "H", "C", "C", "H", "H", "C", "H", "C", "N", "N", "O", "O", "O", "H", "H", "H", "H", "H", "H", "C", "H", "H", "H", "C", "H", "H", "C", "H", "H", "H", "C", "H", "C", "C", "H", "C", "H", "H", "H", "H", "C", "C", "H", "C", "C", "H", "O", "H", "C", "C", "H", "C"],
  "coordinates": [[2.87552, 1.66912, 2.53991], [-2.46835, -1.14351, 0.44310], [2.05024, 0.45362, 4.25098], [-1.02330, 0.78888, 1.33594], [1.68869, 3.74521, 0.04029], [-1.18941, -2.23656, -0.88249], [-1.48827, -1.19800, -0.73023], [-0.50489, 0.17184, 2.05199], [2.72963, 3.65376, 0.35051], [3.30410, 2.37656, -0.18818], [-1.44959, -3.95113, 3.04659], [2.17507, 4.49746, 2.25994], [4.69359, 2.21746, -0.30374], [4.78410, -0.96174, -1.44326], [-0.21219, -1.88013, 3.26168], [-4.67489, -2.58643, -4.02096], [3.80500, 3.77304, 2.23631], [-5.18802, -1.97094, -1.49537], [6.84351, 3.22953, -0.10555], [-4.61745, -0.34096, -1.06114], [2.47750, 1.31771, -0.52328], [2.23808, 2.44434, 2.45312], [-3.32631, -1.49988, -2.28933], [0.08551, 2.96879, 1.98984], [5.44997, 3.29588, 0.06227], [-1.93436, -1.74039, 1.61438], [-2.75849, -0.10258, 0.64618], [-5.65127, -2.56156, -3.54408], [-1.47297, -0.73883, -2.83234], [-4.03431, 0.80154, -3.64241], [7.22408, 4.20065, 0.20811], [-2.95072, -1.36005, -4.29208], [2.99552, 0.11357, -0.97148], [1.33539, -1.86491, 4.70191], [-1.41175, -4.90475, 3.57377], [-4.82597, -2.61379, -5.09696], [5.21248, 1.01427, -0.76427], [7.28975, 2.44935, 0.52040], [3.29457, 4.50917, -0.01945], [2.77644, 3.66370, 1.89070], [1.40857, 1.44464, -0.43085], [-4.15878, -3.49203, -3.71501], [-5.55046, -0.05874, -3.34401], [1.23960, 0.01924, 3.68616], [-0.59498, -0.60864, -0.51798], [0.83793, -1.27314, 3.94956], [-3.83770, -1.36189, -3.64634], [-2.43751, 0.38315, -1.84436], [4.36358, -0.03123, -1.09186], [6.27728, 0.87574, -0.86772], [-1.24679, -4.11435, 1.98603], [2.33499, -0.70151, -1.22547], [-4.45121, -1.87585, 0.87367], [-0.90017, -1.13830, 2.27940], [-2.17064, -0.67953, -1.99357], [-4.86991, -0.00342, -4.96974], [0.56114, 0.75637, 2.72550], [-3.71757, -1.93755, 0.06909], [-2.44112, -3.50968, 3.15959], [-0.45119, -3.16125, 3.65293], [-3.44025, -2.98288, -0.06885], [-4.30672, -1.38825, -1.22826], [0.91316, 2.15522, 2.35539], [7.11658, 3.05583, -1.15141], [-4.62405, -0.07124, -3.91321]],
  "forces_ev_per_angstrom": [[-0.13, -0.02, -0.03], [-0.09, -0.07, -0.47], [0.08, 0.05, 0.06], [-0.08, 0.02, -0.09], [0.04, 0.03, -0.02], [0.02, -0.03, 0.01], [-0.09, 0.25, 0.16], [0.00, 0.07, 0.02], [0.06, -0.04, 0.18], [0.12, 0.26, -0.05], [-0.33, -0.39, -0.12], [0.16, -0.01, 0.00], [-0.20, -0.12, -0.04], [0.04, -0.07, -0.03], [0.13, 0.08, 0.07], [0.25, 0.22, 0.01], [-0.06, 0.02, 0.01], [-0.06, 0.08, 0.02], [0.27, -0.01, -0.01], [-0.07, -0.05, -0.06], [0.16, 0.03, -0.02], [0.18, 0.00, 0.17], [0.12, 0.02, 0.04], [-0.17, 0.18, -0.23], [-0.41, -0.06, 0.01], [0.10, -0.02, 0.27], [0.03, -0.08, 0.00], [-0.15, -0.02, 0.04], [-0.04, 0.07, 0.02], [0.01, 0.15, 0.01], [0.03, -0.09, -0.03], [-0.08, 0.00, 0.07], [0.00, -0.16, -0.06], [0.04, -0.08, 0.09], [-0.02, 0.06, -0.05], [-0.09, -0.02, -0.12], [0.29, 0.18, 0.07], [-0.02, 0.02, -0.04], [-0.08, 0.06, -0.02], [-0.18, 0.23, -0.14], [-0.15, 0.05, 0.02], [0.04, -0.12, 0.00], [-0.13, 0.03, 0.05], [-0.09, 0.10, -0.13], [0.03, 0.00, 0.00], [-0.15, -0.14, -0.13], [-0.22, -0.07, -0.23], [0.03, 0.00, -0.07], [-0.11, -0.07, -0.02], [0.10, 0.02, 0.00], [-0.03, 0.00, 0.08], [-0.06, -0.08, -0.02], [-0.01, 0.00, 0.05], [0.08, -0.08, 0.06], [0.18, -0.10, 0.09], [-0.07, 0.05, -0.11], [-0.23, -0.27, 0.02], [0.08, 0.32, 0.13], [0.08, -0.07, -0.01], [0.19, 0.35, 0.04], [0.00, -0.06, -0.01], [0.05, -0.21, 0.14], [0.33, -0.17, 0.25], [-0.02, -0.01, 0.05], [0.31, -0.22, 0.08]]
}

---

Maximum force / eV/Å: 0.53 0.96 0.52
Total energy / eV: -8235.799 -46961.284 -37647.010